Computed, not measured: a single C7H16N2 molecule at a distorted geometry, with ωB97M-V with the def2-TZVPD basis set.

Structure (XYZ):
```
25
Properties=species:S:1:pos:R:3:lowdin_charge:R:1
C 1.137 -0.083 -1.001 -0.472
C -0.969 -0.159 0.653 -0.614
C 1.147 0.446 -2.418 -0.040
C 2.222 0.491 -0.124 -0.031
C -1.288 1.340 0.662 -0.037
C -0.143 -0.541 1.887 -0.054
C -2.279 -0.965 0.662 -0.055
N -0.374 -0.479 -0.652 0.006
N 0.711 -1.399 -0.704 0.038
H 0.635 -2.051 -1.484 0.111
H 2.097 0.198 -2.902 0.077
H 0.326 0.021 -2.991 0.075
H 1.033 1.530 -2.426 0.081
H 2.420 -0.153 0.727 0.071
H 1.946 1.482 0.245 0.075
H 3.135 0.595 -0.706 0.078
H -0.375 1.925 0.584 0.068
H -1.807 1.612 1.577 0.083
H -1.923 1.595 -0.183 0.082
H -0.792 -0.539 2.767 0.082
H 0.663 0.166 2.073 0.065
H 0.268 -1.542 1.774 0.075
H -2.858 -0.745 -0.234 0.077
H -2.876 -0.714 1.538 0.079
H -2.055 -2.031 0.675 0.080
```

Computed properties:
Net charge: 0
Multiplicity: 1
LUMO, Ha: 0.0354
HOMO energy, eV: -8.71
Relative energy (zero: lowest compared OMol25 entry of this formula, charge and spin), kcal/mol: 53.02
SMILES: CC(C)(C)N1NC1(C)C

---

Computed, not measured: a 3-piece molecular cluster, C4H12NO2 overall at a distorted geometry, with ωB97M-V with the def2-TZVPD basis set.

Structure (XYZ):
```
19
Properties=species:S:1:pos:R:3:lowdin_charge:R:1
C 1.239 0.808 -1.631 -0.041
C -0.174 0.304 -1.652 -0.304
C -0.554 -0.610 -2.603 0.121
C -0.859 1.369 0.370 0.185
N -0.741 0.291 -0.301 0.098
H 1.265 1.885 -1.436 0.098
H 1.692 0.725 -2.616 0.094
H 1.837 0.277 -0.885 0.094
H -1.342 -0.562 -3.345 0.086
H 0.294 -1.240 -2.879 0.082
H -1.275 1.272 1.364 0.114
H -0.875 2.315 -0.134 0.128
H -0.961 -0.602 0.142 0.137
H 2.159 -0.920 2.506 0.051
H 1.343 -0.884 3.769 0.053
O 1.245 -0.945 2.814 -0.053
H -0.817 -1.460 1.844 0.041
H -1.822 -1.058 2.810 0.080
O -1.655 -0.966 1.863 -0.061
```

Computed properties:
Net charge: +1
Multiplicity: 1
LUMO, Ha: -0.1887
HOMO energy, eV: -13.02
Relative energy (zero: lowest compared OMol25 entry of this formula, charge and spin), kcal/mol: 101.34

---

Computed, not measured: a 4-piece molecular cluster, C5H20N2O3S overall at a distorted geometry, with ωB97M-V with the def2-TZVPD basis set.

Structure (XYZ):
```
31
Properties=species:S:1:pos:R:3:lowdin_charge:R:1
C -0.259 -1.247 0.761 -0.230
N 0.370 -0.302 -0.119 -0.077
C 0.593 -0.665 -1.494 -0.297
C 2.035 -0.343 -1.930 -0.573
S 2.481 1.399 -1.973 0.704
C -1.713 -1.712 0.448 -0.434
N -2.483 -0.469 0.477 0.054
C -2.114 -2.793 1.400 -0.070
H -0.242 -0.857 1.778 0.110
H 0.313 -2.178 0.658 0.126
H 0.066 0.645 0.059 0.109
H -0.017 -0.166 -2.255 0.105
H 0.489 -1.738 -1.583 0.111
H 2.753 -0.871 -1.301 0.067
H 2.139 -0.769 -2.929 0.060
H 1.284 1.962 -1.821 -0.162
H -1.617 -2.066 -0.574 0.125
H -3.411 -0.644 0.158 0.076
H -2.460 -0.141 1.400 0.055
H -3.065 -2.603 1.918 0.079
H -1.423 -2.940 2.234 0.078
H -2.332 -3.776 0.993 0.073
H -0.128 1.495 3.685 0.041
H -1.134 2.037 2.584 0.030
O -0.268 2.132 2.980 -0.048
H -2.989 1.321 -2.612 0.032
H -2.185 0.689 -1.557 -0.011
O -2.598 1.544 -1.761 -0.078
H 1.708 1.175 2.148 0.009
H 1.918 -0.310 1.719 0.001
O 2.030 0.322 2.429 -0.064
```

Computed properties:
Net charge: 0
Multiplicity: 1
LUMO, Ha: 0.0189
HOMO energy, eV: -8.86
Relative energy (zero: lowest compared OMol25 entry of this formula, charge and spin), kcal/mol: 6.04
SMILES: C[C@@H](N)CNCCS.O.O.O